No. 1
Entry from OMol25: a molecular structure, C23H62N9O11V in a non-equilibrium geometry (ωB97M-V/def2-TZVPD).

Total energy ... -3177.6138 hartree
LUMO energy (alpha / beta) ... -4.99 / -4.58 eV
Energy above the lowest of the compared OMol25 structures with the same formula, charge and spin ... 116.7 kJ/mol
E_HOMO (alpha / beta) ... -0.38562 / -0.38562 hartree

Structure (ORCA input):
```
! wB97M-V def2-TZVPD RIJCOSX def2/J DEFGRID3
* xyz 1 2
O -0.039 -0.003 3.217
H 1.942 -3.783 -0.691
H 1.914 0.509 2.514
H -2.412 -3.553 3.044
H 1.675 3.239 6.437
O -4.497 -2.399 3.825
H 4.736 1.447 -4.308
H 1.720 1.296 -0.471
H 0.399 -0.696 -1.323
H -0.205 -5.470 -1.619
H -0.959 1.286 7.554
O 3.224 1.986 0.685
O -2.338 3.353 -1.695
C -5.409 -1.181 -2.265
H 4.648 -4.651 -0.645
H -0.345 -3.067 -0.928
H -1.456 -0.692 0.188
C 3.659 1.513 -4.141
N -2.562 -2.646 2.643
H -0.238 -3.625 -4.829
H 4.996 -4.489 1.079
C -1.705 4.254 -1.120
O -1.452 -4.140 -3.267
H 1.191 2.543 1.612
H 3.402 3.714 -3.739
H 3.013 0.145 -0.201
C 4.596 2.177 0.965
O 1.619 2.862 -4.291
H -0.071 4.895 -0.096
H 3.213 3.145 -5.429
H -0.541 2.190 1.662
C 1.990 -4.843 -0.407
H 0.453 -1.947 2.487
H 4.146 -3.275 0.283
C 0.844 0.635 2.322
H 0.858 -6.437 0.336
C 0.800 3.380 5.793
H -2.442 -2.774 -2.004
H 1.539 4.936 -4.899
C 3.038 2.904 -4.373
H 3.393 0.793 -4.923
C 0.389 2.127 2.229
H 2.124 0.975 -3.144
C 0.960 4.023 -4.754
C 0.717 -5.365 0.183
H -0.716 -1.756 3.860
N -5.315 -1.703 -1.029
H 0.528 -4.985 1.188
C -1.070 -3.885 -0.796
H 1.642 1.746 4.565
C -0.701 -3.159 -3.962
N -0.417 4.194 -0.724
H 2.220 -5.289 -1.384
H 0.421 3.656 -5.629
H 4.934 1.313 1.549
H -1.903 -2.133 2.088
H 0.186 4.335 -4.046
C -0.471 -0.083 -1.546
H -1.136 -0.608 -2.234
H -6.852 -2.545 -2.737
O -2.694 0.678 -0.623
C -0.005 1.562 7.110
N -2.416 5.292 -0.594
H -6.189 -1.551 -4.038
C -2.004 -3.779 -1.991
H 0.333 0.713 6.502
C -3.727 -1.992 2.957
H 5.214 2.329 0.083
H 0.567 4.432 5.629
H 3.062 2.755 -1.834
N 0.127 2.714 3.530
H 0.202 -2.834 -3.427
H -3.283 5.498 -1.059
H -0.572 2.059 3.868
N -6.301 -1.774 -3.061
H -2.041 5.973 0.042
H -4.651 -1.328 -0.373
H 4.441 1.897 -1.679
H 0.788 1.712 7.845
C 1.236 2.756 4.452
H -1.309 -2.264 -4.110
H 0.714 0.144 1.345
H -1.689 -3.643 0.073
O -2.988 1.390 -3.441
H -0.120 3.227 -0.707
O -4.720 -0.193 -2.610
C 3.366 1.703 -1.735
H -4.937 -0.602 2.188
H -0.970 0.959 0.371
H 4.637 3.019 1.654
N 3.113 0.885 -2.921
H 1.956 3.512 4.120
H -0.195 0.866 -2.012
H 0.957 -1.452 4.172
N -0.451 -5.180 -0.678
V -3.821 1.792 -2.087
H -3.376 -0.933 1.334
H -5.820 -2.553 -0.859
H -2.871 -4.433 -1.884
N -4.014 -0.991 2.106
C 4.218 -4.370 0.325
O -0.302 2.656 6.264
C 0.195 -1.385 3.387
C 2.807 1.198 -0.415
C -1.393 0.263 -0.361
O 3.055 -5.117 0.487
*
```



No. 2
Entry from OMol25: 8 unconnected molecules or ions with the total composition C23H65N13O11 in a non-equilibrium geometry (ωB97M-V/def2-TZVPD).

Total energy ... -2454.3862 hartree
LUMO energy (alpha / beta) ... -2.83 / -8.76 eV
E_HOMO (alpha / beta) ... -0.36827 / -0.36827 hartree

Structure (ORCA input):
```
! wB97M-V def2-TZVPD RIJCOSX def2/J DEFGRID3
* xyz 1 2
H 10.318 -9.682 7.213
H 0.254 -9.719 11.963
C 2.301 -14.030 2.943
C 7.060 -9.068 4.400
H 7.340 -13.060 6.119
N 4.005 -15.287 8.485
O 4.066 -9.310 8.465
H 5.518 -16.399 4.934
H 0.955 -8.121 13.853
O 1.792 -9.562 4.432
C 1.669 -16.313 3.238
N 5.487 -6.353 12.166
H 8.001 -6.246 8.981
C 1.316 -9.547 12.139
H 8.047 -10.369 8.823
H 8.551 -10.827 6.107
O 4.233 -13.348 7.423
C 2.904 -6.310 14.851
C 5.096 -9.389 7.953
H 3.667 -9.163 13.219
H 1.884 -6.330 15.234
C 5.681 -10.808 3.646
H 5.709 -11.879 3.449
H 9.234 -9.272 4.515
H 6.371 -10.516 6.813
C 6.706 -14.820 5.405
H 2.667 -8.789 6.047
N 1.195 -11.790 2.221
C 1.589 -9.400 3.046
H 6.336 -4.717 6.729
H 2.720 -14.162 1.946
H 5.757 -13.547 6.590
H 9.787 -10.386 9.373
H 3.826 -7.574 11.626
H 2.213 -4.113 16.181
H 9.250 -13.873 8.797
C 1.866 -12.583 3.320
H 1.593 -9.654 14.293
H 0.414 -12.315 1.854
O 8.862 -3.944 7.196
O 7.769 -15.124 4.963
C 2.080 -11.171 10.630
C 9.262 -9.530 7.438
H 4.965 -10.811 4.468
H 1.569 -8.790 11.396
O 6.949 -10.407 4.020
H 3.937 -3.732 16.574
N 8.362 -9.868 6.360
C 8.385 -9.019 5.151
N 6.842 -5.037 7.543
N 2.251 -14.303 7.947
H 1.159 -12.689 4.143
H 4.623 -7.643 14.856
O 6.118 -6.412 10.022
H 3.160 -8.230 15.735
N 8.617 -5.523 8.636
C 3.546 -7.808 14.807
H 8.634 -12.540 9.854
H 1.842 -15.132 8.354
H 0.937 -8.537 2.906
H 0.142 -10.319 1.633
H 4.992 -15.380 8.676
H 0.886 -16.862 3.762
H 6.370 -5.310 8.394
H 2.475 -12.183 10.542
N 4.392 -7.485 10.794
H 6.366 -8.653 5.131
H -0.247 -10.720 3.348
H 2.785 -12.098 3.649
H 2.747 -10.511 10.074
H 9.210 -8.532 7.875
N 3.076 -8.411 13.544
H 1.147 -11.058 10.078
O 1.206 -14.924 3.102
N 5.523 -10.494 7.361
H 7.787 -13.116 8.403
H 3.117 -5.843 13.890
N 5.560 -15.503 5.399
C 3.246 -4.135 15.833
H 4.048 -7.788 9.894
H 9.542 -5.374 9.013
C 0.545 -10.544 2.620
C 8.765 -12.897 8.832
H 2.521 -16.474 3.899
N 6.059 -8.499 7.952
H 6.800 -8.652 7.282
C 9.088 -10.549 8.553
H 2.405 -9.382 2.324
H 4.956 -11.325 7.277
C 1.688 -8.866 13.546
H 8.640 -7.989 5.402
H 4.733 -6.482 12.826
O 3.610 -5.470 15.768
N 6.571 -13.707 6.015
H 5.310 -10.277 2.769
H 3.276 -3.706 14.831
C 2.592 -8.516 4.994
H 3.311 -15.970 8.752
H 1.725 -13.493 7.653
H 3.159 -14.306 3.556
C 5.438 -6.755 10.946
C 8.117 -4.670 7.767
O 9.351 -11.831 7.996
C 3.543 -14.239 7.903
H 3.587 -8.580 4.553
O 1.976 -10.738 11.966
H 6.277 -5.789 12.445
H 6.020 -7.739 8.617
H 4.812 -15.235 6.023
H 7.000 -8.453 3.502
H 2.191 -7.503 4.982
H 1.838 -16.828 2.292
*
```